# 1
C30H32AuClN3SSi2 | ωB97M-V/def2-TZVPD

Calculated values
* ΔE to the lowest compared entry with this formula, charge and spin: 30.0 kcal per mole
* orbital gap (alpha / beta): 6.263 / 5.429 eV
* 2S+1: 3
* energy: -2899.3915 a.u.
* LUMO energy (alpha / beta): -2.59 / -5.19 eV
* total charge: +1

Element x y z (Å)
C  -2.629  -1.114  5.600
C  -2.878  -0.236  4.481
C  -2.325  -0.918  3.281
H  -3.650  0.529  4.432
C  -1.619  -2.082  3.766
C  -1.842  -2.200  5.162
H  -1.516  -3.035  5.786
H  -3.063  -0.984  6.590
H  -2.595  -0.703  2.248
H  -1.048  -2.744  3.121
Au  -0.894  0.573  3.917
Si  -1.275  0.120  -2.920
C  -0.543  1.581  -3.889
C  0.816  1.637  -4.267
H  1.471  0.776  -4.108
C  1.355  2.794  -4.851
H  2.418  2.827  -5.106
C  0.542  3.904  -5.104
H  0.965  4.822  -5.522
C  -0.826  3.828  -4.815
H  -1.486  4.670  -5.039
C  -1.357  2.682  -4.213
H  -2.420  2.633  -3.979
C  -0.374  -1.270  -3.781
C  -0.698  -1.441  -5.142
H  -1.474  -0.809  -5.578
C  -0.021  -2.378  -5.931
H  -0.286  -2.493  -6.985
C  1.001  -3.162  -5.375
H  1.531  -3.891  -5.994
C  1.339  -2.999  -4.027
H  2.137  -3.607  -3.584
C  0.663  -2.055  -3.248
H  0.964  -1.926  -2.210
H  -2.797  -0.063  -3.003
Si  1.886  0.179  -0.231
C  0.809  -1.393  0.038
C  -0.570  -1.576  -0.177
H  -1.150  -0.799  -0.704
C  -1.248  -2.742  0.206
H  -2.331  -2.818  0.064
C  -0.543  -3.818  0.746
H  -1.063  -4.743  1.028
C  0.848  -3.686  0.897
H  1.430  -4.520  1.291
C  1.509  -2.498  0.551
H  2.582  -2.394  0.684
C  0.571  1.562  -0.413
C  -0.651  1.573  0.294
H  -0.918  0.682  0.863
C  -1.543  2.657  0.287
H  -2.507  2.588  0.814
C  -1.206  3.830  -0.403
H  -1.865  4.710  -0.354
C  -0.006  3.840  -1.133
H  0.274  4.717  -1.727
C  0.852  2.733  -1.126
H  1.778  2.762  -1.699
H  3.223  0.066  -0.736
Cl  2.508  0.715  1.763
N  2.543  -0.738  4.764
N  2.396  -0.030  5.966
C  1.562  1.022  6.004
N  1.274  1.517  7.215
S  0.987  1.794  4.584
H  2.595  -0.076  3.972
H  3.395  -1.287  4.822
H  2.561  -0.570  6.814
H  0.665  2.316  7.297
H  1.765  1.162  8.028

Atomic partial charges in e from the Mulliken method, atoms 1 to 5: number 1, C, carries -0.42; number 2, C, carries -0.77; number 3, C, carries -0.51; number 4, H, carries 0.60; number 5, C, carries -0.05

# 2
C30H32ClCrN3SSi2 | ωB97M-V/def2-TZVPD

Calculated values
* ΔE to the lowest compared entry with this formula, charge and spin: 0.0 kcal per mole
* orbital gap (alpha / beta): 5.336 / 6.644 eV
* 2S+1: 5
* energy: -3808.4607 a.u.
* LUMO energy (alpha / beta): -0.26 / -0.31 eV
* total charge: 0

Element x y z (Å)
C  4.221  4.057  1.992
C  4.307  3.306  0.781
C  3.104  3.546  0.017
H  5.209  2.797  0.437
C  2.268  4.420  0.795
C  2.968  4.745  2.005
H  2.686  5.496  2.742
H  5.042  4.231  2.690
H  2.917  3.189  -0.993
H  1.341  4.888  0.463
Cr  2.534  2.546  1.863
Si  -3.440  -3.075  0.403
C  -2.712  -4.459  -0.631
C  -3.175  -5.788  -0.740
H  -4.069  -6.102  -0.192
C  -2.485  -6.707  -1.548
H  -2.834  -7.737  -1.631
C  -1.338  -6.317  -2.251
H  -0.796  -7.029  -2.873
C  -0.883  -4.996  -2.153
H  0.004  -4.664  -2.699
C  -1.563  -4.075  -1.347
H  -1.196  -3.042  -1.267
C  -4.631  -2.106  -0.664
C  -4.695  -2.271  -2.063
H  -4.150  -3.089  -2.545
C  -5.435  -1.374  -2.845
H  -5.406  -1.462  -3.931
C  -6.189  -0.362  -2.245
H  -6.732  0.358  -2.856
C  -6.235  -0.277  -0.848
H  -6.840  0.496  -0.370
C  -5.493  -1.165  -0.057
H  -5.562  -1.128  1.037
H  -2.448  -2.232  1.115
Si  1.096  0.811  0.870
C  -0.132  1.808  -0.135
C  -0.235  1.716  -1.533
H  0.391  1.013  -2.081
C  -1.088  2.557  -2.265
H  -1.170  2.454  -3.350
C  -1.851  3.539  -1.618
H  -2.543  4.180  -2.175
C  -1.730  3.674  -0.227
H  -2.305  4.448  0.298
C  -0.877  2.824  0.496
H  -0.750  2.997  1.570
C  2.050  -0.255  -0.362
C  3.165  0.164  -1.117
H  3.629  1.133  -0.931
C  3.731  -0.644  -2.115
H  4.592  -0.289  -2.691
C  3.201  -1.911  -2.391
H  3.617  -2.527  -3.191
C  2.123  -2.368  -1.618
H  1.710  -3.368  -1.797
C  1.568  -1.552  -0.620
H  0.747  -1.955  -0.019
H  -4.264  -3.793  1.402
Cl  0.041  -0.405  2.176
N  3.745  1.087  2.926
N  3.986  1.577  4.262
C  3.214  2.606  4.669
N  3.668  3.269  5.752
S  1.679  2.826  3.952
H  4.665  0.898  2.506
H  3.283  0.180  2.998
H  4.931  1.448  4.636
H  3.199  4.120  6.059
H  4.620  3.123  6.077

Atomic partial charges in e from the Mulliken method, atoms 1 to 5: number 1, C, carries -0.37; number 2, C, carries -0.53; number 3, C, carries -0.62; number 4, H, carries 0.52; number 5, C, carries -0.46

# 3
C30H32ClIrN3SSi2 | ωB97M-V/def2-TZVPD

Calculated values
* ΔE to the lowest compared entry with this formula, charge and spin: 0.0 kcal per mole
* orbital gap (alpha / beta): 6.801 / 4.948 eV
* 2S+1: 6
* energy: -2867.5450 a.u.
* LUMO energy (alpha / beta): -5.34 / -8.67 eV
* total charge: +2

Element x y z (Å)
C  0.885  0.504  4.778
C  0.285  -0.496  3.945
C  1.149  -0.685  2.795
H  -0.601  -1.088  4.172
C  2.189  0.328  2.872
C  1.992  1.058  4.103
H  2.660  1.821  4.498
H  0.576  0.753  5.790
H  1.092  -1.504  2.084
H  3.026  0.429  2.182
Ir  0.135  1.166  2.302
Si  -0.177  1.133  -0.036
C  -1.788  -0.120  0.363
C  -3.036  0.385  -0.015
H  -3.103  1.376  -0.466
C  -4.183  -0.400  0.098
H  -5.134  -0.037  -0.287
C  -4.115  -1.666  0.677
H  -5.020  -2.267  0.789
C  -2.877  -2.153  1.087
H  -2.809  -3.156  1.509
C  -1.714  -1.382  0.943
H  -0.772  -1.790  1.307
C  1.463  0.052  -0.185
C  1.405  -1.334  -0.409
H  0.444  -1.856  -0.332
C  2.554  -2.043  -0.776
H  2.482  -3.109  -1.000
C  3.793  -1.405  -0.875
H  4.703  -1.966  -1.136
C  3.851  -0.031  -0.645
H  4.788  0.500  -0.825
C  2.717  0.678  -0.243
H  2.813  1.740  -0.006
H  -0.977  1.946  1.345
Si  -0.381  0.341  -2.197
C  1.017  0.128  -3.397
C  0.994  -1.040  -4.183
H  0.051  -1.566  -4.343
C  2.176  -1.540  -4.729
H  2.168  -2.509  -5.224
C  3.353  -0.793  -4.628
H  4.280  -1.176  -5.063
C  3.349  0.446  -3.965
H  4.284  1.005  -3.845
C  2.161  0.950  -3.431
H  2.116  1.954  -3.002
C  -1.723  -0.839  -2.678
C  -1.614  -2.207  -2.392
H  -0.668  -2.614  -2.034
C  -2.722  -3.039  -2.550
H  -2.640  -4.086  -2.270
C  -3.917  -2.534  -3.071
H  -4.778  -3.187  -3.204
C  -3.999  -1.188  -3.427
H  -4.923  -0.789  -3.851
C  -2.905  -0.337  -3.244
H  -2.946  0.722  -3.508
H  -0.889  1.772  -1.818
Cl  0.727  3.170  -0.289
N  0.895  3.085  2.762
N  0.529  3.482  4.080
C  -0.691  3.088  4.471
N  -1.164  3.484  5.658
S  -1.556  1.962  3.519
H  1.915  3.091  2.679
H  0.564  3.784  2.085
H  0.954  4.352  4.430
H  -2.028  3.092  6.006
H  -0.688  4.161  6.250

Atomic partial charges in e from the Mulliken method, atoms 1 to 5: number 1, C, carries -0.21; number 2, C, carries -1.05; number 3, C, carries -0.52; number 4, H, carries 0.47; number 5, C, carries -0.49

# 4
C30H32CsF5N3O3SbSe | ωB97M-V/def2-TZVPD

Calculated values
* ΔE to the lowest compared entry with this formula, charge and spin: 13.4 kcal per mole
* orbital gap: 5.723 eV
* 2S+1: 1
* energy: -4713.5939 a.u.
* LUMO energy: 3.97 eV
* total charge: -2

Element x y z (Å)
Cs  1.182  -0.416  1.043
O  0.932  1.073  3.431
C  -0.190  1.489  3.084
O  -1.125  0.862  2.535
C  -0.464  2.955  3.415
C  -0.954  3.302  4.679
C  -1.189  4.630  4.968
C  -0.930  5.583  3.986
C  -0.456  5.144  2.764
N  -0.227  3.863  2.469
H  -1.130  2.517  5.404
H  -1.564  4.927  5.941
H  -1.092  6.639  4.162
H  -0.244  5.858  1.972
O  1.005  -0.853  -1.680
C  1.048  -1.759  -2.573
C  0.591  -1.568  -3.914
C  0.642  -2.567  -4.866
C  1.153  -3.827  -4.571
C  1.623  -4.053  -3.279
C  1.576  -3.070  -2.301
C  2.136  -3.357  -0.971
N  1.522  -3.640  0.157
C  2.509  -3.874  1.084
C  3.739  -3.761  0.506
N  3.488  -3.430  -0.800
H  0.206  -0.585  -4.166
H  0.275  -2.357  -5.867
H  1.188  -4.610  -5.319
H  2.027  -5.027  -3.017
H  2.284  -4.074  2.119
H  4.735  -3.856  0.896
H  4.157  -3.199  -1.512
F  8.344  -4.729  2.017
C  7.317  -3.911  2.329
C  6.296  -4.349  3.151
F  6.337  -5.609  3.625
C  5.260  -3.500  3.482
F  4.300  -3.992  4.277
C  5.176  -2.184  3.012
Se  3.745  -1.034  3.460
C  6.234  -1.781  2.187
F  6.252  -0.543  1.676
C  7.279  -2.616  1.848
F  8.276  -2.189  1.046
C  -4.204  3.617  -1.950
C  -3.035  3.529  -0.971
C  -3.450  3.958  0.434
Sb  -1.993  1.574  -0.841
C  -2.244  0.762  -2.856
C  -1.553  1.700  -3.846
C  -3.622  0.340  -3.358
C  -3.449  0.437  0.301
C  -4.926  0.525  -0.068
C  -2.944  -1.001  0.362
H  -4.646  4.622  -1.954
H  -4.993  2.913  -1.675
H  -3.897  3.384  -2.971
H  -2.245  4.207  -1.306
H  -4.251  3.322  0.822
H  -3.821  4.991  0.429
H  -2.612  3.898  1.134
H  -1.617  -0.133  -2.780
H  -2.101  2.642  -3.959
H  -1.492  1.237  -4.837
H  -0.536  1.929  -3.518
H  -4.329  1.172  -3.367
H  -4.049  -0.457  -2.749
H  -3.544  -0.040  -4.385
H  -3.312  0.859  1.301
H  -5.128  0.188  -1.086
H  -5.303  1.545  0.017
H  -5.521  -0.103  0.607
H  -2.829  -1.464  -0.624
H  -3.644  -1.626  0.930
H  -1.982  -1.048  0.873

Atomic partial charges in e from the Mulliken method, atoms 1 to 5: number 1, Cs, carries 1.25; number 2, O, carries -0.74; number 3, C, carries -0.03; number 4, O, carries -0.54; number 5, C, carries 0.61

# 5
C30H32F9O4PPb | ωB97M-V/def2-TZVPD

Calculated values
* ΔE to the lowest compared entry with this formula, charge and spin: 4.5 kcal per mole
* orbital gap: 8.384 eV
* 2S+1: 1
* energy: -2895.8693 a.u.
* LUMO energy: -6.23 eV
* total charge: +2

Element x y z (Å)
Pb  0.950  1.574  -1.161
C  -1.252  1.503  -3.801
O  -1.252  1.593  -2.367
C  -2.316  2.428  -1.890
C  -2.206  2.477  -0.393
O  -0.902  2.911  -0.004
C  -0.735  4.330  0.151
C  0.665  4.548  0.667
O  1.644  4.035  -0.235
C  2.042  4.968  -1.249
H  -2.191  1.069  -4.144
H  -0.427  0.859  -4.085
H  -1.124  2.493  -4.243
H  -3.281  1.998  -2.173
H  -2.233  3.419  -2.348
H  -2.328  1.477  0.029
H  -2.973  3.123  0.038
H  -1.451  4.698  0.890
H  -0.918  4.842  -0.798
H  0.794  4.004  1.603
H  0.834  5.609  0.864
H  2.394  5.891  -0.787
H  1.220  5.197  -1.932
H  2.862  4.516  -1.802
C  3.450  -1.516  -3.595
C  2.012  -1.148  -3.450
C  1.018  -1.817  -4.338
O  1.669  -0.287  -2.637
H  3.569  -2.592  -3.712
H  4.039  -1.150  -2.759
H  3.824  -1.059  -4.517
H  1.181  -1.470  -5.363
H  -0.001  -1.598  -4.031
H  1.184  -2.895  -4.352
F  5.264  -1.959  5.001
C  4.108  -2.621  4.948
F  4.380  -3.907  4.698
F  3.538  -2.555  6.156
C  3.180  -2.060  3.892
C  1.957  -2.696  3.687
C  1.082  -2.212  2.736
C  1.437  -1.088  1.984
C  2.656  -0.458  2.194
C  3.534  -0.945  3.155
P  0.256  -0.419  0.796
C  -1.194  0.047  1.786
C  -1.082  1.228  2.521
C  -2.117  1.643  3.339
C  -3.273  0.878  3.420
C  -3.384  -0.312  2.718
C  -2.342  -0.732  1.903
C  -4.441  1.378  4.240
F  -4.035  2.103  5.283
F  -5.225  2.164  3.483
F  -5.193  0.375  4.694
C  -0.209  -1.769  -0.320
C  0.674  -2.830  -0.517
C  0.401  -3.795  -1.474
C  -0.748  -3.695  -2.245
C  -1.633  -2.643  -2.062
C  -1.357  -1.674  -1.110
C  -1.038  -4.746  -3.292
F  0.103  -5.218  -3.821
F  -1.766  -4.239  -4.295
F  -1.707  -5.778  -2.781
H  1.696  -3.565  4.277
H  0.129  -2.703  2.584
H  2.932  0.417  1.617
H  4.484  -0.460  3.327
H  -0.172  1.818  2.470
H  -2.028  2.549  3.923
H  -4.274  -0.917  2.820
H  -2.431  -1.674  1.382
H  1.570  -2.916  0.085
H  1.079  -4.625  -1.620
H  -2.527  -2.577  -2.667
H  -2.042  -0.846  -0.989

Atomic partial charges in e from the Mulliken method, atoms 1 to 5: number 1, Pb, carries 1.31; number 2, C, carries -0.81; number 3, O, carries 0.08; number 4, C, carries -0.95; number 5, C, carries -0.20

# 6
C30H32N7SSn | ωB97M-V/def2-TZVPD

Calculated values
* ΔE to the lowest compared entry with this formula, charge and spin: 3.9 kcal per mole
* orbital gap: 5.697 eV
* 2S+1: 1
* energy: -2157.3176 a.u.
* LUMO energy: -9.92 eV
* total charge: +3

Element x y z (Å)
Sn  -0.209  -0.241  0.280
C  4.057  -1.243  -1.162
C  2.670  -0.738  -0.965
N  2.102  -0.579  0.175
N  2.786  -0.833  1.330
C  2.165  -0.728  2.519
N  2.868  -0.885  3.618
S  0.487  -0.413  2.648
C  1.807  -0.361  -2.113
C  2.264  -0.281  -3.409
C  1.376  0.106  -4.413
C  0.065  0.386  -4.085
C  -0.322  0.294  -2.756
N  0.533  -0.060  -1.797
H  4.311  -2.004  -0.423
H  4.781  -0.426  -1.090
H  4.169  -1.701  -2.141
H  3.781  -1.013  1.280
H  3.867  -1.042  3.615
H  2.417  -0.838  4.522
H  3.292  -0.507  -3.651
H  1.715  0.175  -5.439
H  -0.658  0.673  -4.836
H  -1.340  0.493  -2.448
C  -5.166  4.265  1.435
C  -5.714  3.393  0.339
C  -7.022  3.533  -0.114
C  -7.535  2.723  -1.114
C  -6.736  1.753  -1.701
C  -5.425  1.597  -1.282
C  -4.933  2.408  -0.264
N  -3.560  2.316  0.166
C  -2.784  1.236  0.186
N  -3.395  0.040  0.295
C  -2.971  -1.313  0.162
C  -1.642  -1.702  -0.008
C  -1.317  -3.048  -0.191
C  -2.314  -4.001  -0.195
C  -3.632  -3.607  0.011
C  -3.991  -2.279  0.189
C  -5.433  -1.890  0.382
N  -1.436  1.394  0.167
C  -0.890  2.714  -0.153
C  -1.077  3.204  -1.448
C  -0.550  4.426  -1.816
C  0.168  5.167  -0.884
C  0.326  4.688  0.402
C  -0.205  3.457  0.804
C  -0.046  3.035  2.241
H  -5.956  4.872  1.871
H  -4.407  4.960  1.061
H  -4.720  3.673  2.237
H  -7.649  4.294  0.334
H  -8.558  2.852  -1.440
H  -7.124  1.134  -2.499
H  -4.789  0.871  -1.774
H  -3.112  3.192  0.401
H  -4.395  0.137  0.433
H  -0.286  -3.354  -0.327
H  -2.077  -5.046  -0.336
H  -4.412  -4.359  0.032
H  -6.066  -2.773  0.387
H  -5.792  -1.243  -0.423
H  -5.592  -1.379  1.336
H  -1.663  2.637  -2.161
H  -0.702  4.803  -2.819
H  0.579  6.131  -1.155
H  0.850  5.288  1.135
H  -0.103  3.907  2.892
H  0.931  2.580  2.419
H  -0.818  2.337  2.561

Atomic partial charges in e from the Mulliken method, atoms 1 to 5: number 1, Sn, carries 1.27; number 2, C, carries -1.85; number 3, C, carries 0.96; number 4, N, carries 0.41; number 5, N, carries -0.67